1.
Density functional theory data (ωB97M-V/def2-TZVPD) for a structure of composition C29H27N3O5PdS2Te.

Structure (XYZ):
```
68
C29H27N3O5PdS2Te ωB97M-V/def2-TZVPD
Pd 0.09 -0.34 0.22
N -3.10 0.45 1.07
C -2.18 0.99 1.96
C -2.72 1.71 3.04
C -1.87 2.25 3.97
C -0.50 2.08 3.81
C -0.05 1.37 2.72
N -0.88 0.83 1.80
C -3.04 -0.34 -0.07
C -4.29 -0.71 -0.62
C -4.32 -1.50 -1.74
C -3.11 -1.92 -2.30
C -1.94 -1.51 -1.71
N -1.90 -0.73 -0.61
H -4.05 0.60 1.37
H -3.79 1.82 3.13
H -2.27 2.80 4.81
H 0.21 2.48 4.52
H 1.00 1.20 2.54
H -5.20 -0.36 -0.16
H -5.27 -1.80 -2.17
H -3.09 -2.55 -3.18
H -0.98 -1.80 -2.10
C 3.67 -1.03 -1.53
S 2.33 -2.21 -1.63
O 1.06 -1.37 -1.64
C 2.55 -2.66 -3.35
C 1.87 -1.98 -4.34
C 2.06 -2.36 -5.67
C 2.92 -3.40 -5.98
C 3.59 -4.08 -4.97
C 3.40 -3.72 -3.65
H 3.58 -0.34 -2.36
H 4.61 -1.59 -1.57
H 3.56 -0.54 -0.57
H 1.19 -1.18 -4.07
H 1.53 -1.83 -6.45
H 3.06 -3.69 -7.01
H 4.25 -4.90 -5.22
H 3.90 -4.25 -2.85
O 3.58 -0.55 2.91
S 2.56 -1.05 2.02
O 2.95 -2.24 1.23
O 2.09 0.02 1.07
O 1.33 -1.45 2.84
Te 0.21 -3.09 1.45
C -1.60 -2.59 2.40
C -2.81 -2.91 1.81
C -4.00 -2.58 2.44
C -3.98 -1.93 3.67
C -2.76 -1.60 4.26
C -1.57 -1.93 3.63
C 0.84 -4.38 3.01
C -0.12 -5.13 3.68
C 0.27 -6.01 4.67
C 1.62 -6.15 4.98
C 2.57 -5.40 4.30
C 2.18 -4.51 3.31
H -2.83 -3.43 0.85
H -4.95 -2.85 1.98
H -4.91 -1.68 4.17
H -2.74 -1.09 5.21
H -0.61 -1.67 4.07
H -1.17 -5.02 3.44
H -0.47 -6.59 5.20
H 1.93 -6.84 5.76
H 3.62 -5.50 4.55
H 2.92 -3.92 2.78
```

Properties
- Orbital gap (alpha / beta): 7.2 / 7.1 eV
- Calculated total energy: -77661.6805 eV
- HOMO level (alpha / beta): -0.255 / -0.289 Ha
- Spin multiplicity: 3
- Energy above the lowest of the compared OMol25 structures with the same formula, charge and spin: 7.9 kcal/mol

=====

2.
Density functional theory data (ωB97M-V/def2-TZVPD) for a structure of composition C29H27N5O2PtSi in a non-equilibrium geometry.

Structure (XYZ):
```
65
C29H27N5O2PtSi ωB97M-V/def2-TZVPD
Pt 0.03 0.11 0.07
C 0.09 2.51 -1.97
N -0.56 1.30 -1.51
C -1.63 0.88 -2.11
C -2.27 -0.31 -1.72
C -3.44 -0.94 -2.19
C -3.58 -2.10 -1.44
C -2.50 -2.14 -0.55
N -1.72 -1.08 -0.74
C 0.17 3.54 -0.86
C -0.94 4.33 -0.57
C -0.88 5.27 0.43
C 0.29 5.44 1.16
C 1.40 4.66 0.87
C 1.34 3.72 -0.14
H -0.46 2.93 -2.82
H 1.11 2.27 -2.31
H -2.03 1.44 -2.95
H -4.08 -0.57 -2.97
H -4.36 -2.84 -1.51
H -2.25 -2.89 0.17
H -1.85 4.20 -1.14
H -1.74 5.88 0.65
H 0.34 6.18 1.95
H 2.31 4.81 1.42
H 2.22 3.13 -0.38
O 4.08 -6.19 0.28
N 3.87 -5.26 -0.50
O 4.37 -5.22 -1.63
C 3.02 -4.22 -0.07
C 2.54 -4.30 1.25
C 1.73 -3.33 1.80
C 1.19 -3.39 3.12
C 0.36 -2.40 3.55
C 0.06 -1.31 2.71
N 0.56 -1.22 1.48
C 1.35 -2.20 1.01
C 1.79 -2.13 -0.35
N 1.34 -1.08 -1.06
C 1.66 -0.98 -2.35
C 2.45 -1.91 -2.98
C 2.94 -3.00 -2.28
C 2.62 -3.14 -0.91
H 2.82 -5.17 1.84
H 1.45 -4.21 3.76
H -0.09 -2.43 4.53
H -0.61 -0.52 3.03
H 1.26 -0.13 -2.88
H 2.68 -1.80 -4.03
H 3.56 -3.72 -2.77
C -3.77 1.66 4.39
Si -3.06 2.79 3.03
C -4.50 3.49 1.98
C -2.09 4.22 3.83
C -1.86 1.86 1.95
C -1.09 1.24 1.25
H -4.43 2.22 5.05
H -2.98 1.24 5.01
H -4.34 0.84 3.98
H -5.17 4.08 2.59
H -5.08 2.69 1.53
H -4.13 4.12 1.18
H -2.71 4.83 4.48
H -1.67 4.86 3.07
H -1.26 3.83 4.42
```

Properties
- Orbital gap: 4.5 eV
- Calculated total energy: -53177.9760 eV
- HOMO level: -0.243 Ha
- Energy above the lowest of the compared OMol25 structures with the same formula, charge and spin: 0.0 kcal/mol

=====

3.
Density functional theory data (ωB97M-V/def2-TZVPD) for a structure of composition C29H28BMnN12O7S.

Structure (XYZ):
```
79
C29H28BMnN12O7S ωB97M-V/def2-TZVPD
Mn 0.24 -0.07 -0.30
C 2.07 -1.08 -3.10
C 1.76 -2.07 -2.03
C 2.15 -3.41 -2.00
C 1.66 -3.92 -0.82
N 1.00 -2.95 -0.18
N 1.06 -1.80 -0.92
B 0.44 -2.88 1.26
N 1.24 -1.76 1.98
C 2.13 -1.83 2.98
C 2.58 -0.56 3.26
C 1.92 0.27 2.34
C 2.04 1.75 2.24
N 1.13 -0.47 1.56
N -1.05 -2.49 1.20
C -2.11 -3.12 1.75
C -3.22 -2.34 1.54
C -2.76 -1.23 0.83
C -3.55 -0.04 0.39
N -1.45 -1.34 0.63
N 0.55 -4.19 2.03
C 0.33 -4.37 3.35
C 0.16 -5.71 3.58
C 0.27 -6.30 2.30
C 0.16 -7.74 1.92
N 0.48 -5.38 1.37
H 2.21 -1.61 -4.05
H 1.31 -0.32 -3.22
H 3.00 -0.56 -2.86
H 2.72 -3.93 -2.76
H 1.71 -4.90 -0.39
H 2.40 -2.77 3.42
H 3.28 -0.26 4.01
H 1.47 2.22 3.04
H 3.09 2.04 2.36
H 1.66 2.13 1.30
H -1.99 -4.07 2.24
H -4.23 -2.55 1.84
H -4.61 -0.30 0.34
H -3.44 0.78 1.10
H -3.24 0.32 -0.58
H 0.28 -3.54 4.04
H -0.01 -6.20 4.52
H 0.80 -8.36 2.56
H -0.86 -8.10 2.03
H 0.46 -7.88 0.89
O 2.06 0.78 -0.76
N 2.50 1.98 -1.15
C 3.67 2.36 -0.59
C 4.25 3.56 -0.87
C 3.59 4.41 -1.77
C 2.42 4.01 -2.34
C 1.84 2.74 -2.07
S 0.42 2.21 -2.84
H 4.08 1.63 0.09
H 5.18 3.83 -0.40
H 4.01 5.38 -2.01
H 1.90 4.63 -3.05
O -0.61 3.12 1.71
C -0.97 2.63 0.66
O -0.73 1.41 0.28
C -1.81 3.45 -0.29
C -2.39 2.89 -1.41
C -3.14 3.68 -2.26
C -3.33 5.04 -2.05
C -2.73 5.56 -0.92
C -1.99 4.81 -0.03
N -2.91 7.01 -0.65
O -3.60 7.64 -1.42
O -2.37 7.46 0.33
N -3.74 3.06 -3.45
O -3.62 1.85 -3.59
O -4.32 3.78 -4.23
H -2.26 1.85 -1.63
H -3.90 5.65 -2.73
H -1.54 5.25 0.84
N -1.78 -0.38 -2.83
C -0.99 -0.27 -1.99
H -2.41 -0.13 -3.57
```

Properties
- Orbital gap (alpha / beta): 6.2 / 6.7 eV
- Calculated total energy: -105570.4975 eV
- HOMO level (alpha / beta): -0.280 / -0.281 Ha
- Spin multiplicity: 5
- Energy above the lowest of the compared OMol25 structures with the same formula, charge and spin: 0.0 kcal/mol

=====

4.
Density functional theory data (ωB97M-V/def2-TZVPD) for a cluster of 2 separate species, C29H28Br2N2O6 in total in a non-equilibrium geometry.

Structure (XYZ):
```
67
C29H28Br2N2O6 ωB97M-V/def2-TZVPD
O 7.14 1.03 -1.06
O -9.71 -0.96 0.19
O -7.46 0.66 3.41
Br 0.68 0.90 -0.63
Br 4.50 1.05 3.69
O 0.02 -1.24 2.60
O 1.77 0.99 2.31
O 5.70 1.21 -5.11
C 5.99 0.88 -1.46
C -8.76 -1.21 0.91
C -6.55 -0.09 3.10
C 5.76 0.74 -2.89
C 6.08 1.66 -3.86
C 4.05 -2.11 -5.46
C 4.06 -2.46 -4.10
C -2.22 -1.95 2.15
C -1.61 0.40 1.97
C 4.58 -0.88 -5.87
C 3.53 0.88 -0.91
C 5.13 0.94 0.89
C 4.62 -1.59 -3.15
C -3.52 -1.64 1.72
C -2.92 0.71 1.56
C 2.48 0.91 0.01
C 4.09 0.98 1.82
C -1.25 -0.93 2.26
C 2.77 0.96 1.38
C 5.13 -0.02 -4.92
C 4.87 0.89 -0.49
C 5.14 -0.37 -3.58
C -3.88 -0.31 1.42
N -5.60 -0.47 3.97
N -7.66 -0.46 0.87
C -8.82 -2.41 1.84
C -5.54 -0.02 5.36
C 8.19 2.99 -3.68
C 6.67 3.03 -3.62
C -5.27 0.02 0.90
C -6.43 -0.63 1.66
H 0.63 -0.53 2.36
H 2.17 1.16 3.18
H 3.62 -2.79 -6.19
H 3.65 -3.42 -3.78
H -1.93 -2.97 2.36
H -0.87 1.19 2.05
H 4.58 -0.60 -6.92
H 3.27 0.85 -1.97
H 6.16 0.96 1.26
H 4.64 -1.86 -2.10
H -4.23 -2.45 1.58
H -3.17 1.74 1.32
H -4.84 -1.03 3.63
H -7.73 0.35 0.28
H -8.05 -3.13 1.55
H -8.68 -2.09 2.87
H -9.80 -2.88 1.74
H -5.18 1.00 5.40
H -4.88 -0.67 5.94
H -6.54 -0.05 5.81
H 8.59 2.29 -2.93
H 8.53 2.67 -4.67
H 8.60 3.98 -3.47
H 6.28 3.72 -4.37
H 6.36 3.40 -2.64
H -5.41 1.11 0.91
H -5.30 -0.30 -0.14
H -6.23 -1.70 1.73
```

Properties
- Orbital gap: 8.1 eV
- Calculated total energy: -185878.6948 eV
- HOMO level: -0.317 Ha
- Structure (SMILES): CCc1oc2ccccc2c1C(=O)c1cc(Br)c(O)c(Br)c1.CNC(=O)[C@H](Cc1ccc(O)cc1)NC(C)=O